Record 1
Molecular formula: C41H39AsN3O4STa
Method: DFT, the ωB97M-V functional and the def2-TZVPD basis

```
90
Properties=species:S:1:pos:R:3:forces:R:3
Ta 0.53621 -0.12914 -0.96700 0.3 0.1 0.1
O -0.99617 3.66597 -2.33040 0.1 -0.1 0.0
C -2.31850 3.41709 -2.34491 0.1 0.1 0.0
C -3.11360 4.47592 -2.79099 -0.1 -0.1 0.0
C -4.48278 4.34223 -2.86727 0.0 0.0 0.0
C -5.10174 3.14602 -2.50414 0.0 0.0 0.0
C -4.32166 2.09609 -2.07222 -0.1 0.0 0.0
C -2.92947 2.20649 -1.98328 -0.1 -0.1 0.2
C -2.15777 1.03664 -1.53858 0.5 0.4 -0.1
O -0.90214 1.24413 -1.15416 -0.4 0.4 -0.2
N -2.62983 -0.15293 -1.55886 0.3 -0.3 0.0
N -1.58858 -1.02211 -1.17999 -0.3 -0.1 -0.1
C -1.99329 -2.23804 -1.09724 0.1 -0.4 0.1
C -1.18039 -3.36947 -0.70599 -0.5 0.2 -0.1
C -1.78330 -4.60704 -0.46969 0.0 -0.1 0.1
C -1.04339 -5.66412 0.02249 0.0 0.1 0.0
C 0.31865 -5.48105 0.27552 0.1 0.1 0.0
C 0.93897 -4.27071 0.01859 -0.1 -0.3 0.1
C 0.18519 -3.21259 -0.48330 0.4 0.7 -0.1
O 0.76327 -2.05286 -0.74091 0.2 -1.1 0.5
H -0.48635 2.91847 -1.96692 0.0 0.0 0.0
H -2.61878 5.39636 -3.07015 0.0 0.0 0.0
H -5.07814 5.17849 -3.21275 0.0 0.0 0.0
H -6.17673 3.04349 -2.55893 0.0 0.0 0.0
H -4.77359 1.15440 -1.78669 0.0 0.0 0.0
H -3.04838 -2.40740 -1.29886 0.0 -0.1 0.0
H -2.84676 -4.71595 -0.65308 0.0 0.0 0.0
H -1.51367 -6.61777 0.21730 0.0 0.0 0.0
H 0.90314 -6.29772 0.68054 0.0 0.0 0.0
H 1.99272 -4.11509 0.20565 0.0 0.0 0.0
S 1.55399 1.49151 0.74176 0.0 -0.3 0.0
C 1.25237 1.37362 2.49695 0.0 0.2 0.0
C 1.61724 2.53465 3.19596 0.0 0.0 0.1
C 1.47681 2.61532 4.56817 0.0 0.0 0.0
C 0.96348 1.54349 5.29392 0.0 0.0 0.0
C 0.59543 0.39382 4.61945 0.0 0.1 0.0
C 0.73668 0.30918 3.23448 0.0 0.1 0.0
As 0.24014 -1.24697 2.24470 -0.3 0.0 -0.4
C -1.70455 -1.06872 2.24353 0.1 0.0 0.1
C -2.54260 -2.17970 2.23841 -0.1 0.0 -0.1
C -3.90795 -2.02897 2.02400 0.0 0.0 0.0
C -4.44365 -0.76803 1.79508 0.0 0.0 0.0
C -3.61063 0.34292 1.79654 0.0 0.0 0.0
C -2.24842 0.19602 2.02485 -0.1 -0.1 0.0
C 0.57558 -2.64236 3.53916 0.0 -0.1 0.0
C 1.86582 -3.16778 3.56257 0.0 -0.1 0.1
C 2.20082 -4.15940 4.47389 0.0 0.0 0.0
C 1.24502 -4.64485 5.35819 0.0 0.0 0.0
C -0.04070 -4.12568 5.33467 0.0 0.0 0.0
C -0.37558 -3.12403 4.42957 0.1 -0.1 0.2
H 2.01700 3.37375 2.64040 0.0 0.0 0.0
H 1.77175 3.52444 5.07802 0.0 0.0 0.0
H 0.85362 1.60650 6.36882 0.0 0.0 0.0
H 0.19664 -0.44856 5.17234 0.0 0.0 0.0
H -2.13702 -3.17471 2.38220 0.0 0.0 0.0
H -4.55250 -2.90018 2.03251 0.0 0.0 0.0
H -5.50557 -0.65202 1.61960 0.0 0.0 0.0
H -4.01882 1.32889 1.61120 0.0 0.0 0.0
H -1.60630 1.07034 2.01986 0.0 0.0 0.0
H 2.61664 -2.80145 2.87151 0.0 0.0 0.0
H 3.20810 -4.55616 4.49212 0.0 0.0 0.0
H 1.50285 -5.42334 6.06486 0.0 0.0 0.0
H -0.78909 -4.49373 6.02544 0.0 0.0 0.0
H -1.37699 -2.71357 4.43631 0.0 0.0 0.0
N 4.33561 -1.53749 -2.62433 -0.1 0.1 0.0
C 3.11391 -1.02891 -2.38665 0.2 0.0 0.0
O 2.76852 -0.76726 -1.22980 -0.2 0.1 0.0
C 2.20863 -0.75731 -3.54890 0.0 -0.1 -0.1
C 0.75550 -0.75158 -3.10398 -0.2 0.3 0.1
H 4.99109 -1.59948 -1.86382 0.0 0.0 0.0
H 4.65773 -1.67526 -3.56438 0.0 0.0 0.0
H 2.42120 -1.45012 -4.36938 0.0 0.0 0.0
H 2.48986 0.24345 -3.88571 0.0 0.0 0.0
H 0.33812 -1.76008 -3.13881 0.0 0.0 -0.1
H 0.16341 -0.10464 -3.75533 0.0 0.0 0.0
C 4.20504 3.56422 -2.96384 0.0 0.0 0.0
C 2.68404 3.75104 -2.91156 -0.1 0.0 0.0
C 2.14331 4.05154 -4.31512 0.0 0.0 0.0
C 2.33916 4.91275 -1.96918 0.0 0.0 0.0
C 2.06622 2.51380 -2.39846 0.1 -0.1 -0.1
C 1.58538 1.49565 -1.94546 -0.1 0.6 -0.1
H 4.68093 4.47067 -3.34638 0.0 0.0 0.0
H 4.47112 2.73260 -3.61961 0.0 0.0 0.0
H 4.60146 3.35478 -1.96940 0.0 0.0 0.0
H 2.60438 4.96091 -4.70939 0.0 0.0 0.0
H 1.06226 4.19381 -4.28411 0.0 0.0 0.0
H 2.36305 3.23004 -5.00017 0.0 0.0 0.0
H 2.81210 5.83164 -2.32610 0.0 0.0 0.0
H 2.69404 4.70549 -0.95833 0.0 0.0 0.0
H 1.26114 5.06772 -1.92661 0.0 0.0 0.0
```
Positions in Å, forces in eV/Å.

## Properties
**Gap between HOMO and LUMO**: 6.65 eV
**HOMO**: -0.2711 Ha
**LUMO**: -0.0268 Ha
**Multiplicity**: 1
**Energy relative to the best compared isomer or geometry (same formula, charge and spin)**: 96.6 kJ/mol


Record 2
Molecular formula: C11H23N2O
Method: DFT, the ωB97M-V functional and the def2-TZVPD basis

```
37
Properties=species:S:1:pos:R:3:forces:R:3
C 3.82344 -1.53544 -0.30990 -0.4 -3.5 -2.4
C 4.47491 -0.20300 -0.46544 -0.5 2.0 -2.5
C -0.29407 0.27200 0.61504 0.1 2.0 -0.3
C 2.31808 -1.30585 -0.21123 -2.0 -3.3 -1.5
C 3.34770 0.87797 -0.31428 1.8 -0.5 -0.2
C -1.34991 0.24557 -0.49523 0.5 -1.2 0.7
C 1.07393 0.73786 0.26640 0.1 1.3 0.4
C -2.40041 -1.65720 0.75521 0.9 -0.8 1.1
C -3.73083 -0.33562 -0.98923 1.6 1.5 -0.4
C -3.29475 0.59050 1.29971 3.7 -1.5 0.9
C -2.72218 -0.30984 0.17839 0.7 1.7 -1.2
N 2.18153 0.09226 -0.06212 -3.5 2.7 1.9
N -1.42247 1.69644 -1.00692 1.4 -0.5 3.2
O 1.09114 2.08724 0.43440 -0.2 -1.4 -0.6
H 3.94704 -2.31193 -1.25054 0.2 2.0 2.5
H 4.19811 -2.04360 0.60223 -0.3 0.2 -0.7
H 5.15363 -0.12526 0.31889 1.5 0.6 1.0
H 4.95090 0.08255 -1.45439 -0.2 -1.1 1.2
H -0.59408 0.96045 1.45147 0.3 -0.5 -0.2
H -0.10311 -0.66439 0.99652 -0.4 -2.4 0.9
H 1.68289 -1.59172 -1.16550 1.6 0.4 1.6
H 1.85953 -1.98875 0.57959 0.4 1.5 -0.6
H 3.59749 1.53883 0.53092 -0.2 -0.1 -0.3
H 3.18573 1.43377 -1.24589 0.3 0.1 0.3
H -3.23439 -2.32983 0.78629 -0.7 -0.3 -0.4
H -2.09414 -1.65478 1.84283 0.0 0.4 -1.1
H -1.59393 -2.12629 0.19255 -0.1 -0.3 -0.1
H -4.30290 0.64111 -0.94388 0.4 -1.2 -0.6
H -3.14406 -0.52036 -1.93784 -0.8 0.6 0.8
H -4.35849 -1.16048 -0.89978 -1.6 -1.2 0.3
H -4.26848 0.28145 1.55290 -1.4 0.0 0.2
H -3.21526 1.61707 0.91513 -0.3 0.0 1.0
H -2.60353 0.24076 2.23641 -1.7 2.0 -1.8
H -2.01194 1.65577 -1.77628 -1.8 0.6 -1.6
H -0.50275 1.96292 -1.32536 0.2 -0.1 -0.4
H -1.60616 2.39799 -0.24890 -0.7 -0.1 -0.8
H 1.96179 2.45185 0.54788 0.9 0.4 -0.2
```
Positions in Å, forces in eV/Å.

## Properties
**Net charge**: +1
**Gap between HOMO and LUMO**: 6.70 eV
**HOMO**: -0.3691 Ha
**LUMO**: -0.1228 Ha
**Multiplicity**: 1
**Energy relative to the best compared isomer or geometry (same formula, charge and spin)**: 202.6 kJ/mol


Record 3
Molecular formula: CH5OPS
Method: DFT, the ωB97M-V functional and the def2-TZVPD basis

```
9
Properties=species:S:1:pos:R:3:forces:R:3
C 0.91302 -0.03319 1.42830 2.8 3.3 -1.2
P 1.17985 -0.04470 -0.47008 0.0 1.7 0.9
S 1.11169 1.88391 -0.85833 0.1 -1.4 0.0
H 0.85155 -0.98035 1.82034 0.0 -2.2 1.1
H 1.79194 0.63709 1.92708 -2.1 -1.8 -1.2
H 0.00347 0.50828 1.54215 -0.8 0.4 0.3
O -1.30746 -0.77146 -2.42182 -0.8 2.3 -1.4
H -1.43846 -1.65272 -2.73973 -0.1 -0.8 -0.4
H -1.67880 -0.16833 -3.15753 0.9 -1.5 1.8
```
Positions in Å, forces in eV/Å.

## Properties
**Gap between HOMO and LUMO**: 7.47 eV
**HOMO**: -0.3102 Ha
**LUMO**: -0.0357 Ha
**Multiplicity**: 1
**Energy relative to the best compared isomer or geometry (same formula, charge and spin)**: 144.8 kJ/mol


Record 4
Molecular formula: C5H8LiNiO4
Method: DFT, the ωB97M-V functional and the def2-TZVPD basis

```
19
Properties=species:S:1:pos:R:3:forces:R:3
C 0.77135 1.89307 2.32915 -0.4 0.7 -0.5
C 0.48056 0.59135 1.61940 -1.5 -0.5 -2.0
O 1.49361 0.01509 1.01418 1.6 -1.5 -0.2
Li 1.65200 -1.71760 0.47925 0.1 0.9 -0.1
H -0.15580 2.32974 2.73201 0.3 -0.1 0.0
H 1.48551 1.75112 3.15276 -0.1 -0.1 -0.2
H 1.19935 2.60768 1.60825 0.0 -0.2 0.3
H -0.35741 0.72679 0.41076 0.7 0.7 2.4
H -0.04013 -0.11468 2.30759 -0.5 0.4 -0.2
O -0.86563 0.66809 -2.43454 1.5 -0.2 -3.8
C 0.95285 -1.89914 -1.56216 0.3 -0.4 0.4
C -1.19212 0.37529 -1.23158 -1.2 -0.7 2.7
O 1.52566 -1.78259 -2.64848 -0.5 0.5 -0.6
O -0.45582 -1.81786 -1.80399 0.1 -0.5 -0.7
C -1.23586 -1.09481 -0.87069 -0.3 0.8 1.2
Ni -0.14089 -0.83443 -3.53230 -0.1 1.0 1.9
H -2.04382 0.94250 -0.81019 0.3 -0.1 -0.2
H -2.26916 -1.46592 -0.90895 0.3 -0.3 0.0
H -0.80425 -1.17368 0.14952 -0.4 -0.5 -0.4
```
Positions in Å, forces in eV/Å.

## Properties
**Gap between HOMO and LUMO (spin up / spin down)**: 4.17 / 4.42 eV
**HOMO (spin up / spin down)**: -0.2017 / -0.2448 Ha
**LUMO (spin up / spin down)**: -0.0485 / -0.0822 Ha
**<S²>**: 3.77
**Multiplicity**: 4


- The highest multiplicity belongs to which entry?
  C5H8LiNiO4


- The highest multiplicity belongs to which entry?
  C5H8LiNiO4